1.
The following is a DFT calculation (wB97M-V/def2-TZVPD) of C25H40N6S in the gas phase.

CARTESIAN COORDINATES (ANGSTROEM)
C -3.92968 -4.46933 -1.61218
C -5.03177 -3.67200 -0.92547
C -4.55851 -2.27386 -0.53603
C -5.66633 -1.47062 0.15275
N -5.21104 -0.12383 0.47530
C -4.48452 -0.05672 1.73914
C -5.33177 -0.07952 3.01457
C -6.23095 0.90813 0.30832
C -5.64410 2.31835 0.19308
C -4.79368 2.49167 -1.06921
N -3.69591 1.55642 -1.09794
C -2.43463 1.88286 -0.72086
S -1.94370 3.45859 -0.60309
N -1.64857 0.79709 -0.48799
C -0.28933 0.67036 -0.18959
C 0.12782 -0.58897 0.29061
C 1.43486 -0.82475 0.60203
C 2.40347 0.18905 0.44842
N 3.67911 -0.09830 0.75897
C 4.60444 0.83081 0.61621
N 5.87155 0.50790 1.02280
C 7.05932 1.11727 0.47387
C 7.55449 0.31576 -0.73467
N 7.83975 -1.04677 -0.32599
C 8.41297 -1.82440 -1.40132
C 6.64186 -1.66835 0.21446
C 6.13996 -0.86072 1.41143
C 4.28056 2.13527 0.14805
C 2.99491 2.45468 -0.18138
C 2.64205 3.82408 -0.66892
C 1.98909 1.45383 -0.04264
C 0.64013 1.67032 -0.36120
H -4.28770 -5.45926 -1.88383
H -3.07235 -4.58467 -0.95247
H -3.59955 -3.96381 -2.51710
H -5.36125 -4.20360 -0.02981
H -5.89066 -3.58812 -1.59502
H -3.69628 -2.36472 0.12856
H -4.23754 -1.73864 -1.43355
H -6.01003 -2.01567 1.04307
H -6.51471 -1.40210 -0.53213
H -3.79787 -0.90641 1.75855
H -3.87506 0.85121 1.73585
H -5.90259 0.83879 3.12501
H -4.67626 -0.17676 3.87580
H -6.02169 -0.92093 3.01269
H -6.76228 0.68983 -0.62283
H -6.97225 0.88929 1.12159
H -6.47046 3.02971 0.15668
H -5.03989 2.55627 1.06852
H -4.38132 3.50246 -1.11384
H -5.40958 2.31911 -1.95776
H -4.01483 0.61241 -0.87599
H -2.14211 -0.08835 -0.47927
H -0.60787 -1.37462 0.40941
H 1.75876 -1.78624 0.96890
H 6.87899 2.15062 0.18515
H 7.83218 1.10039 1.24898
H 8.47353 0.76278 -1.12180
H 6.78540 0.35180 -1.52996
H 9.33167 -1.34515 -1.73743
H 7.73442 -1.92694 -2.26342
H 8.65447 -2.81923 -1.02982
H 6.89235 -2.68275 0.53230
H 5.83627 -1.72504 -0.53927
H 5.21891 -1.29240 1.79925
H 6.90973 -0.84544 2.18828
H 5.04683 2.89064 0.06863
H 2.24015 3.77451 -1.68015
H 1.88044 4.26946 -0.03110
H 3.51738 4.46938 -0.67310
H 0.33074 2.62791 -0.73913

Force components x, y, z for each atom (eV/Å):
C -0.248 0.018 0.085
C 0.319 0.108 -0.022
C -0.497 -0.179 0.122
C 0.316 -0.109 -0.131
N -0.265 -0.192 -0.046
C 0.060 0.067 0.145
C 0.098 0.003 -0.311
C -0.083 0.257 0.115
C 0.049 -0.267 -0.249
C -0.246 0.305 0.103
N 0.332 -0.338 -0.023
C -0.148 0.015 -0.238
S 0.206 0.650 0.151
N -0.691 -0.432 -0.065
C 0.514 0.344 0.032
C 0.064 0.038 0.030
C -0.156 0.049 -0.063
C -0.351 0.526 -0.251
N 0.663 -0.007 0.026
C -0.724 -0.279 0.138
N 0.278 -0.034 0.230
C 0.149 0.135 -0.393
C 0.082 0.171 0.224
N -0.015 0.029 -0.021
C -0.024 0.041 0.032
C -0.033 0.072 0.283
C -0.111 -0.428 0.005
C -0.159 0.159 -0.158
C 0.292 -0.106 0.053
C 0.044 -0.031 0.033
C 0.185 -0.628 0.244
C -0.164 -0.024 -0.081
H 0.058 -0.117 -0.066
H 0.122 -0.035 0.034
H 0.077 0.017 -0.105
H -0.094 -0.009 0.006
H -0.086 -0.013 0.039
H 0.105 0.037 0.016
H 0.048 0.059 -0.021
H -0.081 0.000 -0.026
H -0.011 0.007 0.062
H 0.062 0.079 -0.008
H 0.097 -0.085 0.011
H -0.082 0.068 0.065
H 0.025 0.003 0.115
H -0.089 -0.060 0.063
H -0.038 -0.017 0.066
H -0.032 -0.050 -0.074
H -0.021 0.040 0.060
H 0.011 0.096 0.075
H -0.114 -0.177 -0.091
H -0.016 0.063 0.031
H 0.149 0.098 0.046
H 0.064 0.143 -0.079
H -0.059 -0.085 0.034
H 0.037 -0.092 0.035
H 0.029 -0.029 0.061
H -0.017 0.078 -0.083
H -0.036 0.015 -0.037
H 0.048 0.005 0.005
H 0.048 -0.035 -0.067
H -0.012 -0.008 -0.022
H 0.034 -0.063 -0.053
H -0.046 -0.015 -0.018
H 0.030 -0.033 0.007
H 0.213 -0.008 0.036
H -0.018 -0.036 -0.025
H 0.019 0.070 -0.009
H -0.063 0.052 -0.063
H -0.084 0.076 -0.001
H 0.018 0.040 -0.014
H -0.029 -0.010 -0.004

Its SMILES is CCCCN(CC)CCCNC(=S)Nc1ccc2nc(N3CCN(C)CC3)cc(C)c2c1. The calculation puts the HOMO energy at -0.262 Ha. Its molecular weight is 456.70 g mol⁻¹. The total energy comes out at -46351.1374 eV. The calculation puts the gap between HOMO and LUMO at 7.8 eV.



2.
The following is a DFT calculation (wB97M-V/def2-TZVPD) of 5 unconnected molecules or ions with the total composition C25H40O11.

CARTESIAN COORDINATES (ANGSTROEM)
C 2.53102 -2.73058 0.57214
C 1.21661 -2.74615 1.30618
O 1.08972 -2.34472 2.43061
O 0.14446 -3.35206 0.68728
C -0.29132 -2.77636 -0.55327
C -1.28264 -1.68423 -0.29449
C -2.29559 -1.58027 0.57618
C -2.77166 -2.51488 1.64734
C -3.42858 -3.72690 0.98764
O -4.60377 -3.81831 0.76990
O -2.56182 -4.69813 0.58900
C -2.97937 -0.27805 0.30726
O -3.95631 0.18278 0.80633
O -2.25695 0.39582 -0.67952
C -1.25666 -0.43473 -1.10831
O -0.50533 -0.17994 -2.00791
H 3.11407 -1.88676 0.94096
H 2.44487 -2.65818 -0.51042
H 3.06572 -3.65026 0.82583
H -0.74595 -3.58405 -1.13533
H 0.52986 -2.36656 -1.14566
H -3.53957 -2.03996 2.26109
H -1.92593 -2.82514 2.26620
H -1.70422 -4.57282 1.02311
C 1.51402 1.90358 -5.42971
C 2.03060 1.07896 -6.60465
C 2.94001 0.08212 -5.89918
O 2.36901 -0.13842 -4.60823
C 1.35571 0.84196 -4.35006
H 0.58298 2.43023 -5.63786
H 2.26845 2.63636 -5.13686
H 1.20398 0.55876 -7.09457
H 2.55702 1.66894 -7.35447
H 3.94936 0.48943 -5.77589
H 3.01273 -0.87318 -6.42140
H 0.37704 0.36122 -4.40445
H 1.48921 1.23088 -3.34172
C -5.35755 -1.65968 6.51006
C -3.84244 -1.47384 6.56538
C -3.37669 -2.46945 5.51282
O -4.41097 -2.52623 4.52843
C -5.58834 -1.87900 5.02089
H -5.91784 -0.81148 6.89996
H -5.64751 -2.54915 7.07352
H -3.57519 -0.45660 6.26988
H -3.41014 -1.66691 7.54564
H -3.24014 -3.46820 5.94131
H -2.44529 -2.17384 5.02780
H -5.71361 -0.92737 4.49399
H -6.45200 -2.50829 4.80671
C 0.89946 0.88597 5.93586
C -0.16520 0.19690 5.08609
C -0.06159 -1.24038 5.57545
O 0.33024 -1.17037 6.94976
C 0.74616 0.15877 7.26566
H 0.75976 1.96222 6.02703
H 1.89115 0.70364 5.51631
H -1.15164 0.60804 5.31465
H 0.00192 0.28482 4.01333
H 0.69665 -1.79368 5.01505
H -1.00577 -1.78144 5.50584
H -0.02025 0.63241 7.88940
H 1.67422 0.11168 7.83656
C 3.47451 6.27808 -7.02895
C 3.97626 5.42178 -8.18983
C 4.87853 4.42701 -7.47118
O 4.31365 4.24068 -6.17177
C 3.31817 5.23663 -5.92976
H 2.54662 6.80614 -7.24269
H 4.23060 7.01472 -6.74894
H 3.13975 4.90111 -8.66142
H 4.50164 5.98742 -8.95772
H 5.89504 4.81966 -7.36179
H 4.93489 3.46039 -7.97360
H 2.33136 4.76328 -5.97511
H 3.45957 5.64564 -4.92879

Force components x, y, z for each atom (eV/Å):
C 0.019 0.216 -0.038
C 0.089 0.254 0.623
O -0.078 -0.288 -0.452
O 0.056 0.030 -0.233
C -0.086 0.002 -0.059
C -0.409 0.137 0.094
C 0.381 -0.241 -0.015
C -0.314 0.074 -0.137
C -0.394 -0.234 -0.099
O 0.725 0.070 0.024
O -0.153 0.098 0.244
C -0.196 0.382 0.280
O 0.502 -0.223 -0.230
O -0.176 -0.105 -0.068
C 0.484 -0.269 -0.540
O -0.527 0.108 0.635
H -0.037 -0.111 -0.019
H -0.027 -0.115 0.068
H -0.104 0.039 -0.058
H 0.009 0.118 0.124
H 0.010 -0.070 0.118
H 0.177 -0.012 0.000
H -0.057 0.086 -0.002
H 0.016 0.078 -0.148
C 0.074 0.074 0.040
C -0.064 -0.026 -0.044
C 0.046 0.036 0.042
O -0.019 0.000 0.010
C 0.056 -0.024 -0.145
H -0.012 -0.018 -0.008
H 0.010 -0.027 0.008
H 0.010 -0.005 0.001
H 0.019 0.020 0.024
H -0.003 0.014 -0.033
H -0.001 -0.017 0.025
H -0.046 0.006 0.024
H 0.000 -0.027 0.031
C 0.004 -0.053 0.014
C 0.029 0.053 0.005
C -0.146 -0.087 -0.066
O 0.017 -0.004 -0.053
C -0.005 0.062 -0.017
H 0.011 0.015 -0.003
H 0.000 0.004 -0.004
H 0.003 0.006 -0.010
H 0.002 -0.010 0.003
H 0.035 0.006 0.035
H -0.470 -0.135 -0.103
H -0.021 0.003 0.012
H 0.017 -0.023 -0.024
C 0.044 -0.002 -0.018
C -0.058 0.009 0.000
C 0.152 -0.058 -0.010
O -0.030 0.040 0.021
C -0.045 -0.008 0.004
H -0.014 0.002 0.002
H -0.006 -0.006 0.003
H -0.017 0.003 -0.002
H 0.028 -0.006 -0.003
H -0.001 0.011 -0.038
H 0.514 0.153 0.158
H 0.015 0.030 -0.001
H -0.003 -0.022 0.013
C 0.086 0.016 -0.004
C -0.054 -0.025 -0.018
C 0.024 0.033 0.025
O -0.010 -0.005 -0.002
C -0.082 -0.027 -0.029
H -0.010 -0.013 -0.006
H -0.002 -0.004 -0.002
H 0.004 0.000 0.001
H 0.009 0.009 0.008
H 0.001 0.002 -0.030
H 0.002 -0.018 0.024
H -0.026 0.057 0.012
H 0.025 -0.035 0.014

Its SMILES is CC(=O)OCC1=C(CC(=O)O)C(=O)OC1=O.C1CCOC1.C1CCOC1.C1CCOC1.C1CCOC1. The calculation puts the HOMO energy at -0.340 Ha. Its molecular weight is 516.58 g mol⁻¹. The total energy comes out at -49094.7859 eV. The calculation puts the gap between HOMO and LUMO at 8.1 eV.